This record from the Open Molecules 2025 dataset describes 19 unconnected molecules or ions with the total composition C68H186N12O29 at a distorted geometry. The level of theory is ωB97M-V with the def2-TZVPD basis set.

XYZ file:
```
295
Properties=species:S:1:pos:R:3:forces:R:3
O 4.31688 2.34310 -0.70090 -0.17 0.13 -0.09
O -2.40049 -1.56366 7.13980 0.04 -0.73 0.17
O 7.79291 0.02263 3.17851 -0.31 -1.27 1.30
O 2.30434 -4.07866 7.13713 -0.39 -0.65 -0.60
O 1.18977 2.04202 3.60187 -0.18 -0.01 -0.36
O -1.82013 5.93247 -6.41559 0.74 0.32 -0.62
O 3.15214 2.36896 -7.72358 0.35 0.18 0.15
O -5.45175 -1.27541 -0.49881 0.59 -1.32 -0.27
O -2.09885 6.30465 -2.21339 0.18 -0.29 -0.56
O -0.27719 2.72956 6.85354 -0.55 0.22 0.94
O -3.96624 5.70597 3.89476 0.49 -1.75 -0.84
O 3.98438 -2.73021 0.44521 0.08 0.00 0.50
O -3.63817 3.78079 -6.68797 0.01 0.01 -0.37
O -0.74182 0.20016 -8.32856 0.78 0.00 0.26
O -3.32508 -4.78532 -1.53303 -0.51 0.54 0.29
O 4.48313 1.64822 -3.52710 0.39 0.22 -0.65
O 3.74675 -3.39373 -2.48071 0.43 -0.79 -1.03
O -0.61751 0.77127 -3.44979 -0.15 -0.09 -0.84
O -0.46359 3.40646 -6.30733 -0.29 0.42 0.97
O 0.08403 -3.44814 -4.67663 -0.21 -0.36 -0.29
O 1.09288 -7.81781 0.81386 -0.53 0.81 1.33
O -3.98616 2.89374 -4.00940 -0.53 0.96 -0.23
O 3.75988 5.69017 3.67122 -0.67 -0.80 0.40
O 0.74664 -0.50671 2.52987 1.04 -0.51 -0.64
O -2.23128 -3.32128 3.38600 -0.72 0.18 -1.26
O -5.30127 0.39112 -4.72219 2.28 0.51 -1.23
O -1.54888 0.32873 -11.04442 0.39 -1.34 -0.60
O 2.57466 0.52366 7.14986 1.04 1.12 -0.64
O 1.99804 0.16117 -6.91426 -1.18 -0.62 -1.78
N 0.02743 -0.10806 7.93724 -0.19 0.44 -0.67
N -0.72890 -5.47006 -2.77856 0.98 0.81 1.03
N -7.79699 1.48584 -4.18371 -0.11 0.65 -0.83
N 0.67295 0.15409 -1.05399 0.06 0.03 -1.36
N 4.00304 -2.98649 5.12531 1.07 -1.15 0.01
N 5.48471 -1.59916 2.51566 -0.71 -0.69 0.82
N 3.34126 3.62128 1.76503 -1.47 -0.13 -0.59
N -2.13168 5.83949 1.54976 -0.41 -2.41 0.51
N 3.88735 -5.60674 -0.24943 -1.28 -1.21 0.25
N -1.16279 4.00651 -3.69513 -0.23 0.23 -0.31
N -2.87555 1.26818 -1.10761 1.09 -1.10 -0.98
N -1.47915 -6.63982 2.07377 -0.29 -0.70 0.18
C -4.75072 -0.06463 -0.41874 0.25 0.32 -0.18
C -7.06545 0.59534 -3.30489 -1.36 1.87 2.44
C 3.13626 2.14582 -6.29365 0.19 0.24 -0.43
C -8.03141 -0.06752 -2.26978 -0.07 -0.29 -1.30
C 0.59363 2.88389 5.80347 1.91 -1.51 -1.23
C 8.67579 0.22927 4.26392 0.49 0.60 -0.80
C 2.93568 -4.96833 6.20951 1.42 1.02 0.59
C 1.14659 1.23794 -1.93378 -0.73 -0.42 0.33
C 1.04185 4.82940 -3.49058 0.85 -1.57 -1.13
C 0.98561 -2.79193 -5.52688 -0.49 0.14 -0.26
C 3.21758 -2.28941 -1.87413 -0.29 1.65 2.25
C 3.56788 5.38316 5.05089 0.98 0.36 -0.25
C 2.04782 -7.33382 -0.06098 0.72 0.46 -0.11
C 3.88442 -5.18493 3.96928 -0.40 -0.94 -1.33
C -4.87935 3.92644 -6.04106 -0.65 -1.42 0.75
C -3.63234 0.06118 -1.49924 0.03 -0.68 1.96
C 5.52581 -0.15655 2.52689 -0.34 0.80 0.71
C -4.65745 4.06985 -4.52899 0.35 -0.65 -0.57
C -0.60774 -3.99905 -2.51417 -2.09 -0.01 0.71
C 4.13552 0.37674 2.88922 -0.50 -0.84 -0.80
C -1.82945 3.37695 1.86018 -0.28 0.35 -1.23
C -2.04800 -4.36574 2.37788 2.52 1.91 1.03
C -1.10943 5.37438 -7.54366 -0.79 -0.01 1.47
C 0.25118 1.89989 4.66186 0.16 0.78 -0.12
C 3.89447 0.53711 6.62167 0.34 -0.27 1.17
C -2.40828 -1.99718 2.80084 1.44 -1.08 -0.09
C 3.24499 -4.21331 4.88980 -1.00 -0.39 1.16
C 0.78565 0.97637 -3.36163 -0.13 0.99 -1.13
C 3.05720 0.63245 -6.17100 1.39 0.47 -0.03
C -4.49046 -0.43391 -5.60018 -2.28 -0.17 -0.35
C 0.81271 0.50877 0.31459 0.08 -0.64 0.92
C -2.65927 -1.14167 -1.47495 -1.57 -0.37 -2.22
C 4.03665 3.21534 -1.78720 -0.24 0.94 0.55
C 1.15702 -1.61915 3.30210 -1.80 -0.38 0.33
C 2.52449 5.49773 2.98853 -1.57 1.74 0.99
C -1.78868 -5.65750 3.10512 -1.25 0.01 -1.09
C 2.77599 4.99228 1.63405 1.37 -1.58 -1.59
C -2.92194 -6.01682 -1.99921 -0.58 -2.33 1.33
C 1.76505 -4.91951 0.71812 -0.10 -0.42 -0.29
C -1.00468 0.48261 -4.82924 -0.55 -0.15 1.88
C 0.46433 -3.36823 -3.32341 -0.12 -1.15 -0.91
C -2.91780 4.72237 3.62384 0.27 1.37 0.63
C -0.84202 6.28432 -2.89357 0.14 0.34 0.77
C 4.02971 -1.82433 -0.63055 -0.55 0.71 -0.80
C 2.44665 -0.39291 8.19803 -1.06 -0.83 -1.12
C -0.01607 4.47583 -7.10829 1.88 -1.08 -0.16
C -6.14028 -1.60673 0.67066 -1.97 1.19 -0.15
C 1.15061 -0.08766 8.88795 -1.13 0.01 0.78
C -3.99710 5.97948 5.25698 0.35 -0.09 0.94
C -1.48328 -6.22308 -1.74637 1.64 0.19 -1.13
C 6.48019 0.37853 3.57914 0.23 0.87 -0.57
C -0.07852 -1.32460 7.12965 0.57 0.59 -1.07
C -1.30582 -1.44781 6.27677 -0.54 0.33 0.29
C 0.88766 -0.82226 1.15895 -0.51 1.57 -2.15
C -1.80993 1.01771 -8.76710 -0.09 -0.23 0.84
C -2.77389 4.56040 2.12613 0.96 1.04 -0.12
C -6.22709 -0.33357 -4.02810 -0.47 -2.62 0.21
C -4.69329 -4.50353 -1.75611 0.66 1.25 1.05
C -1.68374 1.42370 -10.19805 1.03 0.28 0.28
C -0.30302 4.86407 -2.87250 -1.02 0.11 0.62
C 4.85957 2.93283 -3.01998 -0.62 -0.53 0.66
C -3.61932 -1.73745 6.46015 -0.52 1.15 1.32
C 0.46806 -8.98508 0.40327 -0.41 -1.01 0.64
C 1.58163 4.89188 0.72453 0.41 -0.77 -0.42
C -0.78719 -5.59835 4.19371 1.59 0.32 1.85
C 2.70672 -6.11956 0.53549 0.58 2.15 0.22
C -2.77970 7.47993 -2.56319 0.44 0.14 -0.78
C 1.82632 -4.73716 8.31656 0.25 0.93 -0.63
H 4.02490 3.68499 2.47210 1.38 0.10 0.91
H 6.13142 -0.01879 4.56996 0.72 0.14 -0.48
H 1.55641 -7.12952 -0.99651 0.18 0.14 -0.91
H -1.81167 4.81300 -8.13135 -0.32 -0.21 -0.54
H 3.12803 4.40523 5.20820 0.15 -0.47 -0.12
H -0.74650 -0.17319 -10.78402 -0.77 0.48 -0.07
H -2.10332 -1.28216 -0.59223 0.55 0.10 1.35
H 5.08903 -1.87741 3.42996 0.19 -0.37 -0.55
H -3.12096 -2.04901 1.96419 -0.25 0.30 0.52
H 5.87825 0.16290 1.55484 -0.16 0.40 -0.32
H -0.36985 -0.31131 -5.13944 0.54 -0.55 -0.84
H -4.05401 0.16819 -2.49823 -0.18 -0.16 -0.10
H -2.78963 -4.44474 1.62735 -1.55 -0.07 -0.30
H 8.51655 -0.32535 5.18361 -0.62 -0.53 -0.01
H -0.81309 -6.47209 4.92034 -0.10 0.89 -1.03
H -0.17852 6.99634 -2.33620 -0.10 -0.58 -0.49
H -6.88091 -0.92417 -4.71002 0.38 0.02 0.09
H 4.05533 2.57954 -5.81647 -0.93 -0.43 -0.37
H 6.52217 1.50258 3.61402 -0.70 -0.71 0.17
H 0.22528 -5.81709 -2.68864 0.05 0.06 -0.39
H 3.24259 -1.43097 -2.56315 -0.02 -0.33 -0.09
H 9.66742 -0.03781 3.90026 0.08 0.37 0.09
H -0.76951 3.79177 -5.41366 0.24 -0.35 -0.84
H -1.59052 -3.48640 -2.71653 0.89 -0.71 -0.34
H 2.92232 0.30573 -5.15857 0.06 0.00 0.55
H 1.05753 -1.33690 4.33838 0.58 0.26 0.43
H 0.54828 3.92140 5.48019 -0.07 0.04 -0.30
H 4.04247 2.80209 0.14157 0.01 -0.41 -0.48
H 4.89599 -5.53197 4.16529 0.01 -0.07 0.75
H 1.17232 -5.59875 8.10306 0.24 0.30 0.03
H 1.85642 5.28946 -2.98217 0.52 0.12 1.04
H 0.88498 -0.80411 9.70575 0.84 0.29 -0.30
H -2.86398 7.54840 -3.65504 -0.26 -0.09 -0.04
H -6.85236 -2.40455 0.50094 0.43 -0.73 -0.38
H 5.03931 -1.70752 -0.99275 0.70 0.15 0.00
H 1.79096 -1.35800 0.81143 0.16 0.29 0.99
H -3.09152 3.73773 4.10719 -0.39 0.50 -0.11
H -4.60806 2.16243 -4.06787 -0.10 -0.56 -0.08
H -2.77738 -5.88028 3.47449 -0.36 -0.58 0.54
H 1.67567 2.62641 6.01721 -0.89 0.53 0.38
H -2.18985 8.35325 -2.28772 -0.12 0.29 0.43
H -3.16557 3.04639 -6.27399 0.09 0.06 0.10
H 4.53709 5.48021 5.55494 -0.23 -0.16 -0.15
H -0.28849 -0.08024 -1.23970 -0.20 0.00 -0.37
H -4.28497 -1.63824 7.33612 -0.55 -0.51 -0.96
H -0.76032 2.14056 4.36780 -0.53 0.04 -0.51
H 2.41199 -1.38530 7.72564 0.20 -0.25 0.48
H 2.70719 -5.00121 8.86889 0.33 -0.72 0.63
H -2.63871 -1.29592 3.63163 -0.14 -0.48 -0.81
H -0.22747 0.63971 -7.62319 -0.24 -0.24 -0.52
H -3.81818 -0.88996 5.78609 0.06 -0.05 0.00
H 3.38619 -0.10940 2.23378 0.31 0.34 0.10
H -3.08780 -6.14902 -3.04787 -0.33 0.06 -0.91
H -0.50449 -3.71916 -1.44162 0.47 -0.52 -0.13
H -2.56896 5.34516 -6.26660 -0.06 -0.25 -0.06
H 1.37743 0.14981 -3.77003 -0.36 -0.29 0.06
H -0.63777 6.13055 -8.11521 0.03 1.20 -0.67
H 1.85182 4.77113 3.53075 0.67 0.49 -0.42
H 5.92530 3.05013 -2.75111 -0.23 -0.29 -0.60
H -2.12250 4.04908 -3.38701 -0.26 0.16 0.08
H 6.40476 -2.00596 2.44252 0.34 0.06 0.03
H 1.13767 -1.77222 -5.18471 0.38 0.33 0.19
H 2.57218 3.16868 2.26000 0.07 -0.81 -0.18
H -2.57771 6.66088 1.92442 -0.39 0.11 -0.24
H 0.85408 5.02443 -6.61842 -1.06 -0.36 -0.37
H -5.55021 3.03620 -6.23358 0.67 0.54 0.20
H -3.41249 2.06517 -1.39804 -0.01 0.62 -0.22
H 2.20544 -4.10838 1.29104 0.29 -0.10 0.16
H -2.01054 0.09630 -4.74666 -0.27 -0.05 -0.06
H -2.04098 1.19911 -1.73282 -0.71 0.77 0.63
H -4.94116 6.46717 5.51369 0.12 0.04 -0.14
H 0.46963 -2.67872 -6.49233 0.54 -0.37 0.10
H -1.97248 5.14298 4.11109 -0.78 -0.60 -0.84
H 3.17917 -6.05303 3.86841 0.85 0.54 -0.03
H 0.97217 1.85354 -4.04438 0.47 -0.61 0.75
H 2.36453 -5.88990 6.09161 -0.17 0.05 -0.23
H -3.77801 4.35615 1.71245 0.31 0.20 0.03
H -0.27139 -9.25722 1.22571 1.22 -0.06 -0.94
H 3.40639 -2.43737 5.68578 -0.95 1.14 0.68
H 1.87754 4.50658 -0.26901 0.00 0.41 0.36
H 2.21360 1.29189 -1.81740 0.55 0.01 -0.04
H 4.71995 -3.25180 5.80986 0.24 0.20 -0.37
H -4.76670 -3.44786 -1.49325 -0.35 0.03 0.08
H -1.37968 -7.54431 2.52845 -0.04 0.02 -0.22
H 1.31061 -3.96519 8.89370 -0.19 -0.26 -0.11
H -3.93486 5.02632 5.87053 0.16 1.08 -0.48
H 4.47341 0.97459 -2.85006 0.26 -0.03 0.61
H -7.13508 1.92260 -4.84502 -0.50 -0.31 0.48
H -5.36280 -5.04492 -1.07823 0.07 -0.36 -0.34
H -8.65928 -0.76679 -2.83410 0.02 -0.17 0.01
H 1.27620 3.75816 -3.74940 0.19 1.09 0.38
H 1.52643 -4.46031 -0.26579 -0.30 -0.49 0.48
H -2.22235 5.75330 0.53995 -0.04 0.60 0.13
H -5.41567 4.74982 -6.48162 0.08 0.63 -0.03
H 2.62084 3.14011 -7.93472 0.02 0.01 0.09
H 8.56674 1.28498 4.51427 0.63 0.25 0.27
H 3.82948 0.05454 3.91345 0.41 0.61 -0.58
H -0.58970 -6.47275 1.61469 0.02 0.10 0.16
H 0.75158 -1.36875 6.41842 0.21 0.09 0.27
H 1.94068 6.47219 2.95240 0.63 -0.81 0.12
H -4.01340 0.19845 -6.34176 0.47 0.16 0.36
H -1.01223 1.33746 -5.49221 0.41 0.37 0.01
H 4.51721 -2.34217 1.20913 -0.30 -0.21 -0.52
H -3.75828 7.47368 -2.12504 -0.39 0.09 0.38
H -1.98750 -1.03962 -2.32154 0.53 0.36 -0.02
H 3.65887 -0.81991 -0.31773 0.10 -0.41 -0.20
H -0.85071 0.07295 8.40515 -0.01 -0.18 0.16
H 0.41673 4.00026 -8.03268 -0.27 0.42 0.59
H 4.19019 4.24549 -1.43648 0.14 0.08 -0.29
H -5.27419 -0.98830 -6.17241 0.90 -0.19 0.18
H -0.05321 -2.21841 7.69794 0.27 -1.10 0.97
H -3.83449 -1.13630 -5.06678 -0.09 0.38 -0.10
H -5.57379 -1.80142 1.57201 0.63 -0.01 0.02
H -1.19419 -5.92270 -0.73238 -0.17 -0.11 0.15
H -1.16231 -4.09650 1.76171 0.11 0.03 0.34
H 0.19879 -5.59116 3.70924 0.10 -0.18 0.17
H -0.78648 -4.66123 4.80614 -0.43 -0.72 -0.45
H -0.16355 -8.84040 -0.49102 0.49 -0.09 -0.04
H 4.68476 0.69856 7.38350 -0.54 0.08 0.17
H 3.97754 -5.24539 6.58079 -1.04 0.00 0.04
H 0.26117 0.84302 4.91296 -0.01 -0.05 0.94
H -1.19540 -7.29385 -1.91564 -0.48 0.79 0.29
H 3.71852 -4.16406 -1.90391 -0.06 -0.30 0.28
H -3.96100 4.86824 -4.34979 0.32 0.56 0.05
H -8.74972 0.61126 -1.82627 0.23 0.54 0.00
H 4.66006 -6.27033 -0.13993 -0.05 0.91 -0.07
H -0.34538 4.45436 -1.83896 0.43 0.57 -0.25
H 3.27181 -0.33257 8.85900 0.91 0.03 0.91
H 0.02328 1.19143 0.65012 -0.30 -0.20 0.33
H -6.39001 1.28372 -2.77214 -0.01 -0.24 0.28
H -0.16249 1.83680 7.20150 0.07 -0.50 0.13
H 1.26020 0.92494 9.34330 -0.38 -0.60 -0.36
H -5.76842 -1.02821 -3.30723 0.15 -0.14 -0.20
H 2.17071 -2.37910 -1.53279 0.13 -0.25 -0.28
H -1.42619 -1.71317 2.33534 -0.83 0.10 0.42
H -5.49900 0.72727 -0.55549 0.18 0.38 0.07
H -0.74189 2.00832 -10.28920 -0.76 0.47 -0.02
H -2.36013 2.40530 1.80132 0.43 0.41 0.70
H 4.08392 1.45191 2.69820 -0.13 -0.21 0.47
H 2.87669 -8.02851 -0.13878 0.08 -0.76 -0.65
H 2.20320 2.58494 -5.91470 0.30 0.01 0.29
H 3.58351 5.50984 1.11003 -0.22 0.75 0.25
H -2.60825 1.94762 -10.46379 0.43 0.25 -0.24
H -6.86496 -0.79225 0.86952 0.42 0.16 0.44
H 4.14999 -0.42359 6.19957 -0.03 -0.45 -0.52
H 2.12293 -2.03392 3.03422 0.27 0.16 -0.05
H 3.98560 0.18427 -6.55913 0.06 0.19 0.29
H -0.90701 3.04514 -3.54560 0.15 -0.59 0.19
H -3.71610 -2.65803 5.88801 0.13 -0.30 0.18
H 1.11372 5.83234 0.65818 -0.70 1.25 -0.44
H 0.35303 -2.36686 3.19420 0.49 -0.42 -0.15
H -3.15051 6.67869 5.45037 -0.43 -0.52 0.58
H -3.13353 -2.10684 -1.74597 -0.18 0.53 0.57
H -3.41097 -6.87913 -1.46206 -0.32 0.79 -0.28
H 1.95224 -3.31318 -5.57151 -0.15 0.11 -0.26
H 4.51051 3.60807 -3.81488 0.58 0.14 0.31
H 0.90363 -5.28301 1.28193 -0.25 0.34 -0.40
H 2.22833 0.30515 -7.86381 -0.41 -0.03 1.09
H 2.99726 3.16855 -2.12395 -0.21 -0.18 0.27
H 3.98247 -4.72962 2.99569 -0.16 0.15 -0.56
H 0.75632 2.22404 -1.64743 -0.22 0.12 0.20
H -4.31524 0.05670 0.59319 0.11 -0.01 -0.47
H 1.08508 1.22361 3.07295 0.23 0.37 0.09
H -1.29053 -2.28401 5.55841 0.40 -0.02 0.28
H 2.88944 6.08424 5.48598 -0.55 0.71 0.45
H -7.55920 -0.64488 -1.48288 0.41 0.08 -0.08
H 4.05666 -4.63155 0.03207 0.54 -0.67 0.22
H -8.44414 0.96028 -4.76253 -0.12 -0.05 0.01
H 3.01075 -6.43411 1.54029 0.11 -0.03 0.04
H 2.29805 -3.90630 4.44445 -0.17 -0.03 -0.06
H 0.56669 -2.34212 -3.10365 0.19 1.49 0.78
H 0.08836 -1.48778 0.75992 -0.08 0.31 0.61
H -1.50292 -0.55076 5.72715 0.34 0.89 -0.85
H 1.42937 -3.85674 -3.15892 0.16 -0.08 -0.04
H 1.30071 -9.73253 0.24373 -1.31 0.11 0.03
H -5.58039 4.31959 -4.01760 -0.29 -0.26 0.26
H -1.40201 3.46356 0.84830 -0.17 0.16 0.13
H -2.71703 0.43597 -8.63691 -0.39 -0.09 0.00
H 4.04100 1.31912 5.90471 -0.46 0.38 -0.55
H 1.03787 5.35145 -4.43445 -0.35 0.16 -0.57
H -4.94714 -4.55932 -2.79439 -0.35 -0.56 -0.74
H -0.97039 3.46380 2.52536 -0.10 -0.55 0.22
H 0.82948 4.20291 1.07648 -0.21 -0.32 0.48
H -0.92912 6.64662 -3.94428 -0.13 -0.36 0.50
H -1.85442 1.90035 -8.14628 -0.23 0.48 0.23
H 1.70709 1.11604 0.31610 0.71 -0.10 0.86
```
Forces are in eV/Å.

Computed properties:
Multiplicity ... 1
Largest force on an atom ... 3.37 eV/Å
Calculated total energy ... -5541.0584 Ha
Gap between HOMO and LUMO ... 0.32639 Eh

Mulliken atomic charge list, values in e, 4 entries: number 1, O, carries -0.379; number 2, O, carries -0.476; number 3, O, carries -0.377; number 4, O, carries -0.023